# 1
The following is a DFT calculation (wB97M-V/def2-TZVPD) of a cluster of 8 separate species, C24H40F9NO31P2S8 in total.

Output
SMILES ... O=P(O)(O)CP(CCC(F)(F)C(F)(F)S(F)(F)(F)(F)F)c1ccccn1.O=S1(=O)OCCO1.O=S1(=O)OCCO1.O=S1(=O)OCCO1.O=S1(=O)OCCO1.O=S1(=O)OCCO1.O=S1(=O)OCCO1.O=S1(=O)OCCO1
Spin multiplicity ... 1
HOMO-LUMO gap ... 8.0 eV
DFT total energy ... -220210.0137 eV

Last column: Löwdin charge in e.
Positions of all 115 atoms, in Å:
O1 -10.89929 0.50234 0.02851  -0.280
P1 -9.49543 0.20151 -0.23638  0.399
O2 -8.70531 1.63187 -0.33111  -0.139
O3 -9.38114 -0.53742 -1.67792  -0.125
C1 -8.86167 -0.82728 1.11546  -0.381
P2 -7.22263 -1.68811 0.83156  1.038
C2 -6.05978 -0.51711 -0.03077  -0.340
C3 -4.66853 -0.43949 0.62814  -0.126
C4 -3.52522 -0.95985 -0.26512  -0.485
F1 -2.48610 -1.21989 0.56165  0.113
F2 -3.93781 -2.10999 -0.82539  0.114
C5 -3.09563 0.12765 -1.28025  -0.437
F3 -4.11727 0.83862 -1.75335  0.135
F4 -2.34466 0.99936 -0.59378  0.124
S1 -2.06054 -0.47217 -2.76257  0.782
F5 -0.81067 0.39904 -2.27053  -0.152
F6 -2.53619 0.80429 -3.59538  -0.139
F7 -3.24918 -1.30256 -3.36792  -0.107
F8 -1.47133 -1.70121 -1.96366  -0.122
F9 -1.17098 -0.88566 -4.00565  -0.126
C6 -7.50471 -3.12560 -0.30371  -0.457
C7 -8.78259 -3.43730 -0.70580  -0.096
C8 -8.94079 -4.49483 -1.56611  -0.064
C9 -7.82814 -5.18704 -1.97519  -0.072
C10 -6.61277 -4.78932 -1.48664  -0.153
N1 -6.41049 -3.78166 -0.65347  0.068
H1 -8.03774 1.54415 -1.02832  0.058
H2 -8.90567 0.04276 -2.28734  0.078
H3 -9.59978 -1.59396 1.34776  0.061
H4 -8.75064 -0.22126 2.01616  0.050
H5 -6.51167 0.47522 0.07009  0.050
H6 -6.01111 -0.75223 -1.09689  0.085
H7 -4.41831 0.58360 0.91762  0.121
H8 -4.63305 -1.05104 1.53073  0.114
H9 -9.66186 -2.89728 -0.39160  0.092
H10 -9.91384 -4.79625 -1.93495  0.115
H11 -7.88882 -6.02926 -2.64961  0.107
H12 -5.73429 -5.34594 -1.80829  0.111
O4 0.66527 0.60673 5.16384  -0.215
S2 1.13393 -0.43575 4.32629  0.604
O5 1.58713 -1.67241 4.85616  -0.229
O6 2.25831 0.16246 3.35755  -0.178
C11 1.88595 -0.04485 1.98318  -0.170
C12 0.37531 -0.05720 1.99787  -0.158
O7 0.02872 -0.74514 3.20879  -0.181
H13 2.28785 -1.00440 1.65916  0.131
H14 2.28827 0.74063 1.35930  0.110
H15 -0.04338 -0.56681 1.13469  0.124
H16 -0.03263 0.95503 2.05444  0.136
O8 3.78422 0.13325 -0.10712  -0.245
S3 5.08324 0.35074 -0.64965  0.609
O9 6.05680 -0.67721 -0.67201  -0.211
O10 5.70015 1.64980 0.04246  -0.176
C13 6.03692 2.62537 -0.96665  -0.155
C14 5.06332 2.37209 -2.09088  -0.152
O11 4.93212 0.93919 -2.12919  -0.181
H17 7.05916 2.44744 -1.28116  0.109
H18 5.95293 3.63013 -0.56400  0.109
H19 5.41825 2.75155 -3.04245  0.125
H20 4.08080 2.79845 -1.87288  0.137
O12 8.79953 3.69405 -5.39243  -0.199
S4 8.69191 2.74715 -4.34739  0.617
O13 7.85295 2.96200 -3.22198  -0.226
O14 10.16602 2.38463 -3.83619  -0.180
C15 10.39448 0.97338 -3.95386  -0.157
C16 9.52440 0.53898 -5.11370  -0.159
O15 8.32851 1.31692 -4.97192  -0.181
H21 10.08335 0.49679 -3.02198  0.135
H22 11.44884 0.77545 -4.12695  0.137
H23 9.29281 -0.52210 -5.08886  0.138
H24 9.98231 0.78911 -6.07309  0.135
O16 7.23142 5.77527 -1.46769  -0.210
S5 6.03777 6.50975 -1.26222  0.592
O17 5.00726 6.56935 -2.23079  -0.208
O18 6.43139 7.99961 -0.82148  -0.181
C17 5.85839 8.30487 0.45616  -0.159
C18 5.76327 6.97043 1.16495  -0.159
O19 5.39020 6.04523 0.13483  -0.204
H25 4.87101 8.74162 0.29322  0.135
H26 6.48453 9.01487 0.98980  0.137
H27 5.02459 6.97024 1.96159  0.137
H28 6.73103 6.66217 1.56637  0.136
O20 -7.99413 1.64832 4.21144  -0.208
S6 -6.67919 1.85784 3.72992  0.585
O21 -5.69246 0.84198 3.75949  -0.218
O22 -6.09249 3.18145 4.41647  -0.180
C19 -5.71832 4.13273 3.41248  -0.159
C20 -6.64576 3.85095 2.24808  -0.160
O23 -6.76765 2.42278 2.22743  -0.217
H29 -4.67471 3.95450 3.14384  0.134
H30 -5.82575 5.14452 3.79414  0.137
H31 -6.25248 4.21277 1.30193  0.136
H32 -7.63789 4.27536 2.41493  0.138
O24 3.25886 -5.71590 -5.88501  -0.216
S7 2.05040 -4.98930 -5.75170  0.604
O25 1.07113 -4.96396 -6.77346  -0.215
O26 2.41493 -3.48152 -5.33528  -0.185
C21 1.77621 -3.14682 -4.09807  -0.163
C22 1.65158 -4.46032 -3.35778  -0.163
O27 1.33568 -5.41549 -4.37752  -0.187
H33 0.79643 -2.72031 -4.32272  0.121
H34 2.37092 -2.41904 -3.55133  0.136
H35 0.87408 -4.44105 -2.59876  0.133
H36 2.59939 -4.75123 -2.89916  0.135
O28 3.84734 -6.96556 7.69543  -0.220
S8 4.52228 -5.72038 7.64601  0.599
O29 5.87741 -5.58558 8.03565  -0.220
O30 3.63778 -4.63965 8.43715  -0.190
C23 3.30869 -3.54358 7.57196  -0.162
C24 3.27519 -4.14586 6.18620  -0.171
O31 4.35328 -5.09410 6.17971  -0.188
H37 4.09336 -2.78931 7.65993  0.135
H38 2.35541 -3.10791 7.85787  0.136
H39 3.41362 -3.40381 5.40649  0.117
H40 2.34388 -4.68805 6.01016  0.137

# 2
The following is a DFT calculation (wB97M-V/def2-TZVPD) of a structure of composition C24H40FN3PdSSbSi.

Output
Net charge ... +1
Spin multiplicity ... 3
HOMO-LUMO gap (spin up / spin down) ... 7.9 / 6.1 eV
Relative energy (zero: lowest compared OMol25 entry of this formula, charge and spin) ... 0.0 kJ/mol
DFT total energy ... -61450.4150 eV

Last column: Löwdin charge in e.
Positions of all 72 atoms, in Å:
Pd1 0.95917 0.95393 -0.32933  0.466
C1 2.48788 1.78337 2.39340  -0.190
Si1 0.75442 1.30064 2.85624  0.423
C2 0.81863 0.50387 4.54581  -0.167
C3 -0.37916 2.78014 2.86008  -0.154
N1 0.14724 0.21294 1.56477  -0.048
C4 -0.86504 -0.64812 1.67992  -0.301
C5 -1.73445 -0.72164 2.81026  -0.011
C6 -2.81396 -1.56949 2.83796  -0.060
C7 -3.07863 -2.41882 1.76316  -0.036
C8 -2.24375 -2.41471 0.64577  0.008
C9 -1.18011 -1.55382 0.62234  -0.224
F1 -0.37360 -1.58282 -0.44528  0.037
H1 2.85968 2.48053 3.14956  0.047
H2 2.53753 2.29168 1.42726  0.004
H3 3.15664 0.92054 2.38105  0.034
H4 1.55215 1.05443 5.14085  0.041
H5 1.14634 -0.53673 4.51170  0.045
H6 -0.12434 0.54761 5.09128  0.030
H7 -0.16275 3.40860 3.72750  0.048
H8 -1.42461 2.47130 2.92508  0.032
H9 -0.24704 3.39289 1.96656  0.005
H10 -1.54813 -0.06026 3.64259  0.086
H11 -3.46682 -1.58055 3.70004  0.116
H12 -3.92626 -3.08887 1.79705  0.117
H13 -2.41366 -3.07442 -0.19369  0.130
C10 -3.66864 1.53672 -0.02736  -0.132
C11 -2.80826 2.79530 -0.11172  -0.549
C12 -3.59005 3.99853 -0.63226  -0.126
Sb1 -1.01829 2.41273 -1.24146  1.504
C13 -0.35502 4.38243 -1.77366  -0.583
C14 0.03963 5.15996 -0.52141  -0.155
C15 0.81282 4.26129 -2.75080  -0.154
C16 -1.64394 1.64955 -3.16458  -0.557
C17 -2.83423 2.38633 -3.76892  -0.134
C18 -1.86486 0.13946 -3.11540  -0.152
H14 -4.51607 1.70720 0.64143  0.087
H15 -3.10896 0.68143 0.35255  0.049
H16 -4.07553 1.26472 -1.00269  0.066
H17 -2.43389 3.03729 0.88603  0.056
H18 -3.97435 3.83100 -1.63840  0.064
H19 -2.97904 4.90126 -0.65427  0.061
H20 -4.44733 4.19476 0.01660  0.087
H21 -1.19265 4.88425 -2.26422  0.084
H22 0.86658 4.66632 -0.00221  0.064
H23 -0.78985 5.26152 0.18099  0.061
H24 0.37499 6.16558 -0.78519  0.085
H25 1.63851 3.70472 -2.29757  0.062
H26 1.18072 5.25295 -3.02258  0.084
H27 0.52896 3.75419 -3.67384  0.062
H28 -0.76026 1.83981 -3.78085  0.074
H29 -3.75319 2.16642 -3.22330  0.065
H30 -2.98280 2.05680 -4.80040  0.085
H31 -2.69925 3.46883 -3.78438  0.069
H32 -2.71713 -0.12797 -2.48736  0.067
H33 -0.99029 -0.38426 -2.73061  0.045
H34 -2.07056 -0.23454 -4.12151  0.084
N2 7.33817 -2.40758 -0.58238  0.097
C19 6.34112 -2.48882 -1.47675  -0.845
S1 6.44574 -3.30970 -2.89221  0.714
C20 5.11709 -1.70905 -1.12818  -0.229
C21 3.85334 -2.20292 -1.42732  -0.012
C22 2.74474 -1.44314 -1.12386  -0.102
N3 2.82149 -0.22843 -0.56015  -0.042
C23 4.03702 0.24709 -0.27924  -0.126
C24 5.20076 -0.45432 -0.53288  0.002
H35 8.18895 -2.91699 -0.75722  0.107
H36 7.18745 -2.02392 0.33525  0.109
H37 3.74904 -3.16539 -1.90760  0.107
H38 1.75116 -1.80826 -1.33711  0.099
H39 4.08070 1.23445 0.16189  0.098
H40 6.15669 -0.00321 -0.30442  0.122

# 3
The following is a DFT calculation (wB97M-V/def2-TZVPD) of a cluster of 8 separate species, C24H40FN8O3P in total.

Output
SMILES ... CC(=O)N(C)CCCCP(F)CCOC=O.CC#N.CC#N.CC#N.CC#N.CC#N.CC#N.CC#N
Spin multiplicity ... 1
HOMO-LUMO gap ... 8.8 eV
DFT total energy ... -55603.4661 eV

Last column: Löwdin charge in e.
Positions of all 77 atoms, in Å:
C1 3.67189 -0.59934 1.43285  0.022
C2 2.39941 -1.06870 0.76636  -0.541
O1 1.94259 -2.11762 1.02140  0.123
N1 1.82009 -0.15998 -0.19481  -0.106
C3 1.12637 -1.00900 -1.18878  -0.097
C4 0.89875 0.72383 0.59279  -0.161
C5 -0.50087 0.89302 0.02360  -0.224
C6 -1.23720 2.06512 0.68772  -0.300
C7 -2.72926 1.99946 0.38353  -0.350
P1 -3.44929 0.55768 1.29905  0.978
F1 -4.74233 1.15633 2.09572  -0.320
C8 -3.98749 -0.54645 -0.08952  -0.315
C9 -4.65927 -1.87268 0.34321  -0.224
O2 -5.06277 -1.83591 1.72874  -0.090
C10 -6.42532 -1.76301 1.76564  -0.373
O3 -7.03922 -0.78167 1.76852  0.129
H1 3.41052 0.25359 2.06480  0.089
H2 4.03052 -1.41354 2.04971  0.083
H3 4.41863 -0.26867 0.71923  0.049
H4 1.85605 -1.73685 -1.54124  0.088
H5 0.29029 -1.58557 -0.80297  0.056
H6 0.86663 -0.42002 -2.06195  0.083
H7 1.31241 1.72658 0.72764  0.121
H8 0.81290 0.31725 1.60423  0.128
H9 -0.51715 1.09582 -1.04710  0.116
H10 -1.04654 -0.03942 0.17274  0.079
H11 -0.83258 2.95685 0.20655  0.113
H12 -1.03672 2.12140 1.75924  0.057
H13 -3.26946 2.91020 0.64423  0.074
H14 -2.86684 1.86135 -0.69386  0.079
H15 -4.60721 0.00353 -0.80465  0.086
H16 -3.08000 -0.81618 -0.63129  0.041
H17 -3.95475 -2.67611 0.15482  0.090
H18 -5.51515 -2.05991 -0.30612  0.119
H19 -6.94892 -2.73479 1.78212  0.154
C11 -2.71667 -5.23606 -2.43210  -0.069
C12 -2.32690 -3.91086 -1.98344  -0.243
N2 -2.00093 -2.86860 -1.62872  0.161
H20 -2.20745 -6.00268 -1.85924  0.029
H21 -3.78998 -5.39197 -2.31923  0.084
H22 -2.46744 -5.39109 -3.48058  0.091
C13 4.20500 0.57987 -2.58026  -0.080
C14 5.38936 0.34988 -1.77375  -0.265
N3 6.33269 0.16760 -1.14295  0.131
H23 4.38435 1.34916 -3.34676  0.006
H24 3.89326 -0.32736 -3.09757  0.088
H25 3.36504 0.90843 -1.96679  0.068
C15 5.90933 4.14470 -5.74761  -0.060
C16 4.94604 3.14621 -5.31141  -0.232
N4 4.18785 2.35530 -4.96695  0.140
H26 6.31545 4.69434 -4.89930  0.088
H27 6.74277 3.68103 -6.27336  0.086
H28 5.44837 4.86486 -6.42214  0.085
C17 -0.09506 -6.67552 0.94668  -0.059
C18 -0.10572 -6.79484 -0.50331  -0.265
N5 -0.11448 -6.87805 -1.64877  0.139
H29 0.92207 -6.57930 1.32348  0.087
H30 -0.65301 -5.79785 1.27164  0.085
H31 -0.54382 -7.55029 1.41567  0.083
C19 9.48194 1.65928 -1.19239  -0.086
C20 9.93685 2.99090 -1.56498  -0.291
N6 10.29138 4.04274 -1.85882  0.113
H32 9.56819 0.96506 -2.02686  0.080
H33 10.06755 1.25733 -0.36660  0.082
H34 8.43804 1.66780 -0.88193  0.046
C21 -6.51324 0.97557 4.34646  -0.087
C22 -7.22768 1.15268 5.60379  -0.279
N7 -7.79086 1.29231 6.59461  0.115
H35 -5.52809 0.54135 4.50890  0.084
H36 -7.05569 0.31950 3.67167  0.051
H37 -6.37187 1.92460 3.83424  0.072
C23 -3.33022 5.15857 3.56649  -0.065
C24 -2.15836 4.29672 3.52983  -0.259
N8 -1.23833 3.61105 3.50102  0.150
H38 -3.23079 5.98615 2.86523  0.083
H39 -4.23131 4.60505 3.30382  0.077
H40 -3.47631 5.57982 4.56014  0.084